1.
47
Properties=species:S:1:pos:R:3:mulliken_charge:R:1 method="wB97M-V/def2-TZVPD" multiplicity=1 e_tot_ha=-1963.765203 de_lowest_kcal_mol=2.8 fmax_ev_per_a=1.026 e_homo_ev=-8.137 orbital_gap_ev=7.48
H -4.24380 3.62465 0.06620 0.39
C 3.55138 0.51810 3.87303 -0.52
C -1.24834 1.22869 -0.38168 0.54
O 0.08141 0.60753 2.40986 -0.59
H -0.21378 2.54010 0.95103 0.71
C 2.37656 -0.42136 3.56985 -1.21
C -2.11555 -1.59612 -4.26536 -0.37
H -5.17429 -2.51311 -3.16790 0.34
C 2.21573 2.49022 2.95520 0.48
H 3.85492 1.56690 1.99013 0.26
C -0.14155 0.33839 -0.63282 -0.96
C -3.52044 1.87755 -0.91657 -0.67
C -1.15012 2.33726 0.45839 -0.34
O 1.58083 2.50756 4.12495 -0.45
H 4.27389 2.49405 3.42732 0.38
H 4.49119 -0.00628 3.69724 0.36
H -0.09523 -0.05746 -1.64076 0.36
H -3.84372 0.53377 -3.32233 0.44
C -1.83860 -2.67969 -5.07869 -0.57
C -3.61026 -0.33986 -2.69345 -0.73
H -4.47519 -0.54818 -2.04973 0.46
N 2.05861 -0.49516 2.15941 0.04
H -0.89956 -2.72645 -5.60995 0.38
H 3.49471 0.78319 4.92838 0.40
H 0.69717 2.89591 4.02512 0.41
O -2.46392 -0.07510 -1.90651 -0.29
H -4.68993 -4.42985 -4.63021 0.39
C -3.31680 -1.52810 -3.57146 0.54
H -2.12616 4.05783 1.26075 0.43
H -2.54991 -4.54516 -5.85206 0.38
C -2.44994 1.01088 -1.09713 0.65
S 2.17850 -1.03943 -0.33969 -0.25
H -4.45021 1.72057 -1.44049 0.40
H 1.46648 -0.06327 4.05752 0.45
C -2.21799 3.19753 0.61640 -0.95
C 0.82041 -0.06534 0.22329 0.74
O 1.77042 3.00258 1.96104 -0.63
H -1.39699 -0.79742 -4.15936 0.35
S 4.23968 -1.92382 1.64733 -0.29
C 0.89897 0.09846 1.67559 0.38
C -4.23831 -2.55653 -3.70644 -0.53
C 3.55068 1.78622 3.01551 -0.54
C -3.40233 2.95972 -0.06085 -0.70
C -3.96515 -3.63563 -4.52918 -0.55
C -2.76443 -3.70040 -5.21459 -0.44
C 2.85674 -1.14246 1.27213 0.48
H 2.61328 -1.42680 3.92794 0.48

***

2.
85
Properties=species:S:1:pos:R:3:mulliken_charge:R:1 method="wB97M-V/def2-TZVPD" multiplicity=1 e_tot_ha=-4778.361655 charge=+1 de_lowest_kcal_mol=0.0 fmax_ev_per_a=1.038 e_homo_ev=-13.398 orbital_gap_ev=9.46
H -0.95401 0.15462 4.54954 0.41
O 0.34871 -2.52034 0.13983 -0.42
C -3.98691 -6.96119 3.58870 0.16
C 1.54751 -2.07749 0.27136 0.48
H -0.72084 3.88681 -0.06979 0.22
N 2.33054 -1.85007 -0.78289 0.39
F 1.49550 -0.97977 -3.19267 -0.39
O -0.56900 -0.59953 -0.80859 0.22
O -1.69858 -6.42896 4.13750 -0.40
F 5.81482 2.23387 -6.43506 -0.24
C -2.69979 4.00460 -2.25946 -0.99
O -1.56285 -1.52322 1.23311 -0.40
C -0.44531 2.49891 6.72374 0.78
H -2.65231 4.89729 -1.63375 0.38
F -1.30472 1.05165 2.47171 -0.38
H 1.45763 0.53138 -5.52605 0.41
H -1.07014 4.19013 -5.92869 0.29
F -3.32276 -5.73207 5.42334 -0.30
C -0.58084 4.52477 -5.01331 0.13
C -1.25677 1.95279 3.53467 0.81
F 0.88646 -6.23712 1.71222 -0.32
H 5.93380 0.24805 -6.66084 0.28
F -5.18281 -6.34576 3.49727 -0.25
F 3.65673 -0.89231 -3.51854 -0.35
F 0.32766 3.96021 -1.77220 -0.24
H -3.70934 3.60097 -2.18576 0.46
C 2.18868 -0.24547 -5.29503 -0.94
C -1.61346 5.18889 -4.08344 0.75
F -1.24844 3.65010 1.92677 -0.28
F 0.00210 3.46595 -4.39687 -0.19
F -1.00806 5.85133 -3.08707 -0.29
H -4.05625 -7.81281 4.26685 0.27
N 3.38567 -1.30501 1.00140 -0.60
F 3.89318 0.92691 -7.92377 -0.29
B -0.70133 -1.48868 0.19708 0.09
F -0.30764 4.09711 3.85341 -0.24
C -0.61262 1.18063 4.69032 -0.81
C -0.65886 -5.85708 3.38205 -0.76
F 3.19343 2.00928 -6.17076 -0.28
C 2.50077 -0.23989 -3.79998 0.94
N 3.45576 -1.37406 -0.28884 0.36
F -2.25742 6.08879 -4.85237 -0.30
F -3.61754 -7.37993 2.36436 -0.22
F -3.06328 -4.76803 3.49156 -0.29
O -1.02733 1.50577 5.98838 -0.41
C -0.46506 -6.34917 1.94525 0.81
H 2.13382 -1.94448 -1.77736 0.24
F -2.51536 2.29716 3.81821 -0.27
F -0.74538 4.62261 7.64949 -0.25
C -0.49679 3.14324 2.93736 0.08
F -0.81015 -7.63850 1.82324 -0.27
C -0.51767 3.29693 -0.96349 0.16
F 0.37440 5.42537 -5.30041 -0.25
H 0.47496 1.18476 4.59184 0.37
C -1.80908 2.90319 -1.68744 0.96
H 0.46449 2.81835 2.53115 0.31
H -0.65338 -4.52243 0.80363 -0.45
H 4.22655 -1.03733 -0.85767 0.25
C -1.43439 3.62857 7.06109 0.18
F 0.65738 2.97859 6.12721 -0.30
O -2.53733 4.30089 -3.62415 -0.40
F 3.38569 1.95064 -3.47242 -0.19
O 3.28323 -0.23010 -6.16965 -0.42
H 1.47975 1.53568 -3.03919 -0.09
H 1.71169 -1.21078 -5.46801 0.44
F -1.52321 1.96757 -2.62321 -0.23
C 5.35112 1.00923 -6.14042 0.16
F -2.00128 4.09684 5.93143 -0.21
H 0.25005 -6.17534 3.89159 0.41
H -1.35807 -0.07258 -0.97633 0.19
F -2.41927 -5.44515 0.92789 -0.22
F -0.78697 -6.12342 -0.36483 -0.29
F -2.54172 2.27811 -0.70744 -0.28
H -0.69174 -4.76602 3.40883 0.37
H -2.20611 3.25442 7.73522 0.26
N 2.21992 -1.74502 1.37967 -0.14
C 2.47626 1.08925 -3.03049 0.57
C 3.87802 0.93152 -6.57873 0.82
F 0.09118 2.12780 -0.61930 -0.12
F 5.44306 0.81822 -4.80373 -0.21
F -0.07819 1.96143 7.90383 -0.29
H -1.59666 -0.72422 1.76752 0.45
F 2.80884 0.75208 -1.73743 -0.23
C -1.08293 -5.52563 0.81202 0.97
C -2.96938 -5.94431 4.13579 0.84

***

3.
52
Properties=species:S:1:pos:R:3:mulliken_charge:R:1 method="wB97M-V/def2-TZVPD" multiplicity=1 e_tot_ha=-4420.545625 charge=-1 de_lowest_kcal_mol=0.0 fmax_ev_per_a=2.654 e_homo_ev=-3.881 orbital_gap_ev=6.66
H -2.67841 -1.13930 5.06872 0.31
C -2.07391 -8.24657 3.06150 -0.54
C -3.90575 -0.46530 -2.11957 -0.44
C -1.94637 -1.18358 -0.87577 0.43
H -2.09819 0.55102 4.94225 0.36
O -2.07522 -4.75866 0.36327 -0.75
C -2.03380 -5.84379 2.77847 0.07
O -3.27300 -0.10542 2.94842 -0.67
O -1.22789 -0.80807 3.59773 -0.26
H -1.94298 -9.25021 2.64753 0.34
N -1.78020 -0.96153 1.39751 0.40
S -1.88182 -4.34144 1.77237 0.47
O 1.38360 -2.68866 -0.42296 -0.71
C 2.36081 -4.09749 4.39157 -0.09
H 1.74910 -4.32413 5.27383 0.27
C -2.43439 -8.09270 4.40630 -0.32
C -0.66030 -1.71130 -0.38376 -0.09
C -2.62426 -6.80982 4.93272 -0.72
C -2.17938 -0.58927 2.67541 0.56
H -2.59813 -8.96415 5.05087 0.34
O 0.18744 -2.81181 -2.25019 -0.66
C -2.61174 -0.74589 0.28918 0.01
C -4.55471 -0.09691 -0.92522 -0.75
H -5.56097 0.31430 -0.96487 0.37
O -0.26770 -3.75107 4.31159 -0.65
H 2.65550 -3.03880 4.41124 0.26
H -1.59955 -7.21866 1.18951 0.41
H 4.27950 -4.64860 3.57994 0.30
H 0.14125 -0.19287 5.77880 0.29
C -3.89908 -0.23197 0.29855 -0.76
H 4.05733 -4.96427 5.33361 0.38
C -1.88535 -7.12245 2.23759 -0.41
H -4.40872 -0.36230 -3.08352 0.35
H 0.32108 -1.47143 1.58283 0.69
H -2.94004 -6.66163 5.97239 0.34
H -1.16252 -0.53629 6.91361 0.43
C 3.57250 -4.98883 4.35275 -1.25
H -2.51116 -4.69999 4.56145 0.35
H 3.29220 -6.02521 4.13208 0.31
C -2.40175 -5.69453 4.12606 -0.03
C 0.30999 -3.92336 3.23714 -0.21
O 1.60545 -4.31849 3.15850 -0.41
H 0.28800 -3.77591 1.01908 0.96
Br -1.75639 -1.32805 -3.73590 -0.19
H -4.36306 0.03518 1.24041 0.50
H -0.46864 -1.85058 5.94499 0.21
C -0.75502 -0.79620 5.93382 -1.20
C -1.79737 -0.50516 4.90542 -0.26
C -2.60108 -0.97649 -2.10151 0.05
C -0.59675 -1.63455 1.01162 -0.51
C -0.32552 -3.65082 1.91866 -0.03
N 0.32904 -2.42971 -1.06822 1.11